[1]
{
  "formula": "C60H88As2F12N12O4",
  "method": "ωB97M-V/def2-TZVPD",
  "elements": ["C", "C", "O", "N", "H", "H", "C", "H", "H", "H", "H", "H", "H", "C", "C", "O", "N", "H", "H", "C", "H", "H", "H", "H", "H", "H", "C", "C", "O", "N", "H", "H", "C", "H", "H", "H", "H", "H", "H", "C", "C", "O", "N", "H", "H", "C", "H", "H", "H", "H", "H", "H", "C", "N", "C", "C", "C", "C", "C", "C", "C", "C", "N", "C", "C", "C", "H", "H", "H", "H", "H", "H", "H", "H", "H", "H", "H", "H", "H", "H", "C", "N", "C", "C", "C", "C", "C", "C", "C", "C", "N", "C", "C", "C", "H", "H", "H", "H", "H", "H", "H", "H", "H", "H", "H", "H", "H", "H", "C", "N", "C", "C", "C", "C", "C", "C", "C", "C", "N", "C", "C", "C", "H", "H", "H", "H", "H", "H", "H", "H", "H", "H", "H", "H", "H", "H", "C", "N", "C", "C", "C", "C", "C", "C", "C", "C", "N", "C", "C", "C", "H", "H", "H", "H", "H", "H", "H", "H", "H", "H", "H", "H", "H", "H", "As", "F", "F", "F", "F", "F", "F", "As", "F", "F", "F", "F", "F", "F"],
  "positions_angstrom": [[-1.72, -3.02, -9.80], [-2.77, -2.99, -10.96], [-3.61, -2.06, -11.09], [-3.05, -4.33, -11.73], [-2.30, -4.97, -11.50], [-3.93, -4.79, -11.55], [-3.02, -4.09, -13.23], [-0.83, -3.60, -10.07], [-2.14, -3.49, -8.92], [-1.39, -2.05, -9.42], [-3.19, -5.08, -13.65], [-2.06, -3.60, -13.43], [-3.81, -3.37, -13.45], [-7.22, -4.77, 2.87], [-8.73, -4.90, 2.96], [-9.51, -3.99, 2.79], [-9.35, -6.18, 3.49], [-8.85, -6.39, 4.34], [-10.29, -5.96, 3.77], [-9.49, -7.25, 2.42], [-6.64, -5.58, 2.42], [-6.76, -4.45, 3.81], [-7.04, -3.91, 2.24], [-10.07, -6.89, 1.58], [-9.90, -8.12, 2.94], [-8.55, -7.52, 1.96], [-2.58, -11.67, -3.91], [-1.61, -11.39, -2.83], [-0.89, -12.19, -2.25], [-1.47, -9.97, -2.30], [-2.40, -9.62, -2.09], [-1.09, -10.04, -1.37], [-0.57, -9.11, -3.20], [-3.60, -11.53, -3.55], [-2.49, -12.70, -4.24], [-2.43, -11.04, -4.79], [0.15, -9.80, -3.65], [-0.11, -8.44, -2.48], [-1.15, -8.50, -3.90], [-2.89, 10.26, 6.77], [-2.67, 10.18, 5.27], [-2.12, 11.11, 4.58], [-3.55, 9.10, 4.53], [-4.24, 8.79, 5.20], [-4.08, 9.52, 3.79], [-2.60, 7.97, 4.09], [-2.86, 9.28, 7.25], [-3.82, 10.80, 6.96], [-2.17, 10.93, 7.22], [-3.04, 7.29, 3.36], [-2.44, 7.33, 4.95], [-1.71, 8.30, 3.54], [9.07, -4.54, -6.52], [8.59, -3.17, -6.45], [7.32, -2.97, -5.96], [6.79, -1.64, -5.89], [7.45, -0.54, -6.44], [8.67, -0.86, -7.09], [9.25, -2.15, -6.99], [6.75, 0.80, -6.62], [5.87, 1.26, -5.60], [5.23, 2.50, -5.66], [5.52, 3.30, -6.73], [6.41, 2.92, -7.77], [7.00, 1.64, -7.68], [4.87, 4.60, -6.75], [9.39, -4.74, -5.50], [10.03, -4.61, -7.04], [8.27, -5.17, -6.92], [6.82, -3.80, -5.49], [5.82, -1.40, -5.47], [9.23, -0.12, -7.64], [10.27, -2.36, -7.31], [5.52, 0.68, -4.76], [4.63, 2.88, -4.85], [6.67, 3.62, -8.55], [7.73, 1.34, -8.41], [4.85, 5.06, -5.76], [3.88, 4.51, -7.19], [5.51, 5.28, -7.30], [2.35, 6.23, 20.45], [2.00, 5.39, 19.34], [2.88, 4.48, 18.84], [2.60, 3.79, 17.67], [1.30, 3.98, 17.06], [0.35, 4.84, 17.74], [0.75, 5.56, 18.85], [0.96, 3.17, 15.82], [0.35, 3.74, 14.67], [0.06, 2.94, 13.57], [0.41, 1.60, 13.57], [1.07, 1.04, 14.60], [1.32, 1.80, 15.79], [-0.07, 0.72, 12.49], [3.35, 5.96, 20.82], [1.60, 6.16, 21.24], [2.34, 7.24, 20.05], [3.74, 4.22, 19.42], [3.30, 3.15, 17.14], [-0.64, 4.94, 17.33], [0.02, 6.22, 19.27], [0.13, 4.79, 14.66], [-0.46, 3.36, 12.72], [1.17, -0.03, 14.56], [2.01, 1.45, 16.54], [0.47, 0.86, 11.55], [-1.12, 0.97, 12.36], [-0.05, -0.31, 12.86], [-5.37, 6.26, -13.74], [-5.63, 5.96, -12.33], [-4.94, 6.49, -11.24], [-5.19, 6.06, -9.94], [-6.32, 5.21, -9.70], [-7.01, 4.70, -10.79], [-6.66, 5.09, -12.12], [-6.81, 4.92, -8.40], [-7.95, 5.56, -7.91], [-8.42, 5.30, -6.61], [-7.75, 4.45, -5.84], [-6.63, 3.80, -6.26], [-6.17, 4.00, -7.57], [-8.21, 4.22, -4.45], [-4.52, 6.95, -13.68], [-6.21, 6.81, -14.17], [-5.12, 5.35, -14.28], [-4.18, 7.24, -11.40], [-4.74, 6.47, -9.05], [-7.80, 3.97, -10.72], [-7.04, 4.57, -12.99], [-8.49, 6.21, -8.58], [-9.15, 5.92, -6.12], [-6.22, 3.08, -5.56], [-5.30, 3.42, -7.85], [-9.25, 3.99, -4.23], [-7.83, 5.11, -3.95], [-7.70, 3.40, -3.95], [6.25, -6.16, 6.44], [6.66, -5.01, 5.56], [7.93, -4.74, 5.33], [8.29, -3.70, 4.48], [7.33, -2.88, 3.89], [5.99, -3.20, 4.14], [5.69, -4.18, 5.08], [7.71, -1.73, 3.01], [7.18, -0.47, 3.18], [7.63, 0.61, 2.38], [8.49, 0.41, 1.33], [9.00, -0.81, 1.11], [8.73, -1.85, 2.05], [8.98, 1.60, 0.61], [6.77, -5.99, 7.38], [6.50, -7.08, 5.89], [5.20, -6.24, 6.71], [8.61, -5.43, 5.82], [9.32, -3.41, 4.33], [5.25, -2.63, 3.60], [4.70, -4.59, 5.19], [6.59, -0.09, 4.00], [7.26, 1.61, 2.54], [9.76, -0.88, 0.35], [9.31, -2.76, 1.97], [10.06, 1.51, 0.52], [8.76, 2.51, 1.17], [8.53, 1.80, -0.36], [-0.10, -0.30, -0.37], [-1.36, 0.85, 0.13], [-0.52, 0.11, -2.02], [1.27, -1.41, -0.86], [0.26, -0.72, 1.36], [-1.21, -1.67, -0.46], [1.11, 1.11, -0.24], [-7.15, -5.87, -4.89], [-8.07, -7.34, -5.23], [-6.24, -6.70, -3.60], [-6.42, -4.21, -4.53], [-8.11, -5.06, -6.18], [-8.48, -5.39, -3.68], [-5.85, -6.23, -6.07]],
  "mulliken_charge": [-1.03, 0.62, -0.42, -0.18, 0.36, 0.38, -0.83, 0.36, 0.34, 0.32, 0.38, 0.35, 0.36, -1.01, 0.46, -0.40, -0.11, 0.38, 0.37, -0.78, 0.36, 0.33, 0.34, 0.36, 0.36, 0.33, -1.04, 0.51, -0.42, -0.14, 0.38, 0.37, -0.75, 0.37, 0.34, 0.35, 0.34, 0.36, 0.32, -1.03, 0.53, -0.40, -0.17, 0.36, 0.37, -0.78, 0.36, 0.37, 0.34, 0.37, 0.32, 0.36, -0.88, 0.02, -0.43, -0.62, 1.09, -0.79, -0.13, 1.09, -0.71, -0.28, 0.11, -0.29, -0.64, -0.98, 0.39, 0.33, 0.36, 0.46, 0.36, 0.38, 0.43, 0.34, 0.43, 0.44, 0.44, 0.40, 0.32, 0.36, -0.86, 0.00, -0.21, -0.75, 0.60, -0.59, -0.21, 0.68, -0.57, -0.27, 0.07, -0.08, -0.71, -0.90, 0.31, 0.35, 0.39, 0.40, 0.55, 0.48, 0.47, 0.49, 0.45, 0.38, 0.52, 0.30, 0.41, 0.32, -0.85, 0.02, -0.14, -0.62, 0.51, -0.55, -0.34, 0.68, -0.48, -0.37, -0.01, -0.17, -0.55, -0.94, 0.28, 0.37, 0.37, 0.41, 0.48, 0.49, 0.45, 0.54, 0.47, 0.39, 0.46, 0.37, 0.43, 0.29, -0.92, -0.01, -0.37, -0.60, 0.94, -0.71, -0.19, 0.72, -0.66, -0.16, 0.09, -0.32, -0.71, -0.90, 0.39, 0.36, 0.37, 0.52, 0.50, 0.52, 0.36, 0.41, 0.41, 0.45, 0.45, 0.41, 0.34, 0.29, 1.99, -0.48, -0.47, -0.53, -0.51, -0.47, -0.54, 1.98, -0.44, -0.50, -0.52, -0.48, -0.53, -0.51],
  "max_force_ha_per_bohr": 0.144,
  "spin_multiplicity": 1,
  "charge": 10,
  "gap_ev": 4.89,
  "molar_mass_g_mol": 1419.26
}

[2]
{
  "formula": "C61H140N8O24",
  "method": "ωB97M-V/def2-TZVPD",
  "elements": ["C", "O", "C", "C", "N", "H", "H", "C", "C", "O", "C", "H", "H", "H", "H", "H", "H", "H", "H", "H", "H", "H", "H", "H", "H", "C", "O", "C", "C", "N", "H", "H", "C", "C", "O", "C", "H", "H", "H", "H", "H", "H", "H", "H", "H", "H", "H", "H", "H", "H", "C", "O", "C", "C", "N", "H", "H", "C", "C", "O", "C", "H", "H", "H", "H", "H", "H", "H", "H", "H", "H", "H", "H", "H", "H", "C", "O", "C", "C", "N", "H", "H", "C", "C", "O", "C", "H", "H", "H", "H", "H", "H", "H", "H", "H", "H", "H", "H", "H", "H", "C", "O", "C", "C", "N", "H", "H", "C", "C", "O", "C", "H", "H", "H", "H", "H", "H", "H", "H", "H", "H", "H", "H", "H", "H", "C", "C", "C", "C", "N", "C", "C", "C", "C", "C", "H", "H", "H", "H", "H", "H", "H", "H", "H", "H", "H", "H", "H", "H", "H", "H", "H", "H", "H", "H", "C", "C", "C", "C", "C", "C", "N", "O", "C", "C", "C", "H", "H", "H", "H", "H", "H", "H", "H", "H", "H", "H", "H", "H", "H", "H", "H", "H", "H", "C", "C", "C", "C", "C", "C", "N", "O", "C", "C", "C", "H", "H", "H", "H", "H", "H", "H", "H", "H", "H", "H", "H", "H", "H", "H", "H", "H", "H", "O", "C", "O", "O", "H", "O", "C", "O", "O", "H", "O", "C", "O", "O", "H", "O", "C", "O", "O", "H"],
  "positions_angstrom": [[9.58, 14.00, 12.65], [11.01, 14.00, 12.53], [11.68, 14.37, 13.67], [12.02, 13.15, 14.50], [12.97, 12.22, 13.77], [12.75, 12.47, 12.81], [13.97, 12.59, 13.84], [12.91, 10.74, 14.04], [11.63, 10.14, 13.57], [11.52, 10.33, 12.17], [10.26, 9.85, 11.59], [9.34, 13.24, 13.41], [9.26, 13.73, 11.64], [9.24, 15.01, 12.92], [11.03, 15.07, 14.37], [12.57, 14.92, 13.41], [11.10, 12.52, 14.74], [12.50, 13.50, 15.43], [13.08, 10.73, 15.10], [13.65, 10.41, 13.36], [10.74, 10.54, 14.00], [11.83, 9.10, 13.85], [10.49, 9.65, 10.55], [9.48, 10.58, 11.80], [9.95, 8.99, 12.12], [20.99, 10.08, 13.24], [21.18, 10.74, 14.43], [19.94, 10.68, 15.20], [20.10, 11.60, 16.37], [19.72, 13.03, 16.12], [20.27, 13.46, 15.33], [18.68, 12.91, 16.03], [19.80, 13.79, 17.43], [19.12, 15.19, 17.34], [19.85, 15.87, 16.33], [19.47, 17.23, 16.19], [20.52, 9.12, 13.38], [21.95, 9.91, 12.81], [20.38, 10.59, 12.59], [19.71, 9.65, 15.57], [19.06, 10.89, 14.61], [21.13, 11.67, 16.65], [19.54, 11.26, 17.25], [20.86, 14.04, 17.54], [19.33, 13.17, 18.24], [19.22, 15.62, 18.31], [18.05, 15.09, 17.04], [18.41, 17.33, 15.84], [20.11, 17.75, 15.47], [19.48, 17.76, 17.16], [26.95, 12.20, 16.92], [25.59, 12.52, 16.47], [25.39, 12.89, 15.15], [25.88, 14.42, 15.08], [25.37, 15.05, 16.35], [24.33, 14.87, 16.28], [25.73, 14.54, 17.14], [25.85, 16.42, 16.53], [27.18, 16.33, 17.12], [27.03, 15.39, 18.22], [28.29, 15.06, 18.82], [27.10, 12.63, 17.92], [27.72, 12.60, 16.35], [27.00, 11.09, 16.91], [24.32, 12.95, 14.90], [25.87, 12.30, 14.39], [25.46, 15.08, 14.31], [26.94, 14.44, 15.03], [25.19, 16.84, 17.30], [25.65, 16.98, 15.62], [27.65, 17.25, 17.40], [27.90, 15.87, 16.41], [28.68, 15.83, 19.47], [29.03, 14.78, 18.02], [28.15, 14.16, 19.37], [11.54, 9.71, 6.39], [12.76, 10.34, 6.96], [12.72, 10.01, 8.40], [13.62, 10.96, 9.16], [13.28, 12.36, 8.88], [14.13, 12.94, 9.18], [13.12, 12.48, 7.92], [11.91, 12.66, 9.46], [10.79, 12.61, 8.44], [10.83, 13.84, 7.76], [10.15, 13.82, 6.61], [10.79, 9.44, 7.25], [11.88, 8.81, 5.97], [11.03, 10.33, 5.65], [12.98, 8.96, 8.57], [11.69, 10.07, 8.74], [14.67, 10.83, 8.92], [13.58, 10.69, 10.20], [11.90, 13.71, 9.84], [11.69, 12.00, 10.31], [9.86, 12.46, 8.88], [10.88, 11.86, 7.63], [9.67, 14.76, 6.41], [9.31, 13.07, 6.67], [10.91, 13.62, 5.84], [23.33, 13.33, 9.30], [23.13, 13.74, 10.69], [22.91, 15.13, 10.92], [21.40, 15.42, 10.69], [20.60, 14.47, 11.47], [21.02, 13.48, 11.38], [20.60, 14.63, 12.52], [19.20, 14.44, 11.03], [18.33, 13.53, 11.82], [18.85, 12.24, 11.82], [17.67, 11.38, 11.82], [22.89, 12.32, 9.17], [24.37, 13.29, 9.08], [22.77, 13.89, 8.51], [23.58, 15.78, 10.30], [23.07, 15.37, 11.94], [21.09, 15.25, 9.69], [21.08, 16.40, 10.92], [19.21, 14.23, 9.94], [18.79, 15.48, 11.24], [17.41, 13.71, 11.34], [18.21, 13.91, 12.80], [16.98, 11.65, 11.02], [17.09, 11.52, 12.78], [18.09, 10.36, 11.75], [26.12, 22.36, 15.82], [24.92, 22.33, 14.83], [24.10, 23.61, 14.78], [23.18, 23.47, 13.56], [21.95, 24.32, 13.50], [21.20, 24.01, 12.23], [20.27, 25.13, 12.03], [20.95, 26.35, 12.70], [22.20, 25.82, 13.40], [21.07, 24.10, 14.71], [25.72, 22.33, 16.81], [26.65, 23.23, 15.70], [26.80, 21.50, 15.64], [24.26, 21.47, 15.07], [25.31, 22.18, 13.80], [24.76, 24.45, 14.81], [23.50, 23.55, 15.65], [22.84, 22.45, 13.48], [23.78, 23.63, 12.66], [20.79, 23.01, 12.29], [21.92, 23.93, 11.43], [19.25, 24.82, 12.32], [20.12, 25.30, 10.96], [20.25, 26.85, 13.36], [21.24, 27.10, 11.96], [22.36, 26.26, 14.39], [23.06, 25.97, 12.79], [20.79, 23.05, 14.79], [20.13, 24.61, 14.58], [21.49, 24.47, 15.68], [24.13, 5.14, 17.71], [24.91, 5.85, 16.54], [24.11, 7.00, 15.96], [23.88, 8.19, 16.93], [25.17, 8.88, 17.46], [26.16, 7.85, 18.04], [26.18, 6.57, 17.24], [27.19, 5.95, 17.29], [25.63, 7.44, 19.43], [27.61, 8.48, 18.22], [25.49, 5.02, 15.43], [24.61, 4.28, 18.19], [23.22, 4.72, 17.22], [23.74, 5.97, 18.35], [23.31, 6.54, 15.47], [24.78, 7.51, 15.19], [23.19, 8.02, 17.75], [23.35, 8.98, 16.33], [24.92, 9.50, 18.29], [25.65, 9.51, 16.71], [26.36, 6.95, 20.03], [24.72, 6.91, 19.47], [25.59, 8.39, 19.99], [28.11, 8.66, 17.26], [28.15, 7.81, 18.89], [27.44, 9.48, 18.67], [26.33, 5.47, 15.00], [24.71, 4.88, 14.69], [25.82, 4.00, 15.71], [15.46, 19.63, 10.64], [16.83, 19.32, 11.25], [17.48, 18.06, 10.83], [17.86, 18.11, 9.37], [19.02, 19.11, 9.32], [18.67, 20.55, 9.74], [17.78, 20.54, 10.99], [17.70, 21.52, 11.67], [17.93, 21.30, 8.66], [19.93, 21.32, 10.09], [16.62, 19.20, 12.81], [15.03, 20.52, 11.07], [14.79, 18.82, 10.82], [15.55, 19.71, 9.54], [16.81, 17.21, 10.96], [18.44, 17.99, 11.33], [17.01, 18.31, 8.71], [18.19, 17.08, 9.04], [19.42, 19.13, 8.33], [19.81, 18.78, 10.02], [16.93, 20.86, 8.37], [18.61, 21.43, 7.80], [17.71, 22.31, 9.06], [19.62, 22.36, 10.28], [20.55, 21.23, 9.23], [20.47, 20.85, 10.90], [15.96, 20.02, 13.07], [17.65, 19.27, 13.29], [16.26, 18.17, 13.06], [14.79, 13.10, 16.59], [15.76, 13.02, 15.53], [16.95, 12.77, 15.84], [15.32, 13.37, 14.44], [15.22, 12.72, 17.33], [21.07, 19.07, 14.18], [20.47, 18.82, 12.93], [20.69, 17.68, 12.53], [19.92, 19.80, 12.40], [21.01, 19.99, 14.40], [15.29, 14.75, 12.00], [14.90, 13.80, 11.10], [15.33, 13.87, 9.93], [14.17, 12.90, 11.58], [15.11, 14.42, 12.89], [22.63, 16.09, 14.81], [22.12, 14.81, 14.98], [21.50, 14.38, 13.96], [22.47, 14.26, 16.05], [22.22, 16.50, 13.95]],
  "mulliken_charge": [-0.69, -0.11, -0.41, -0.61, 1.59, -0.27, -0.17, -0.89, -0.61, -0.09, -0.84, 0.33, 0.14, 0.30, 0.45, 0.10, 0.33, 0.29, 0.34, 0.39, 0.57, 0.41, -0.02, 0.30, 0.53, -0.55, 0.14, -0.29, -1.03, 1.66, -0.65, 0.26, -0.57, -0.72, 0.09, -0.31, 0.43, 0.29, -0.28, 0.44, -0.03, 0.56, 0.53, 0.19, 0.51, 0.47, 0.31, 0.28, -0.23, 0.37, -0.30, -0.39, -0.13, -1.11, 0.86, -0.18, 0.54, -0.71, -0.58, -0.37, -0.86, 0.04, 0.46, -0.09, 0.04, 0.47, 0.42, 0.47, 0.39, 0.41, 0.57, 0.27, 0.32, 0.36, 0.29, -0.74, -0.42, 0.00, -0.60, 0.64, 0.00, 0.62, 0.29, -0.67, -0.38, -0.70, 0.27, 0.33, 0.26, 0.60, -0.47, 0.58, 0.07, 0.22, -0.47, 0.62, 0.10, 0.25, 0.31, 0.26, -0.82, -0.31, 0.08, 0.17, 1.24, 0.40, -0.17, -0.20, 0.06, -0.48, -0.80, 0.28, 0.31, 0.32, 0.43, -0.32, 0.53, -0.51, 0.79, -0.45, -0.52, 0.53, 0.32, 0.18, 0.44, -1.48, -0.48, -0.18, -0.97, 0.31, -0.72, -0.66, -0.81, -0.52, -0.81, 0.39, 0.43, 0.33, 0.23, 0.36, 0.43, 0.30, 0.26, 0.41, 0.46, 0.44, 0.39, 0.46, 0.31, 0.35, 0.38, 0.42, 0.17, 0.47, 0.36, -1.36, 1.36, -1.30, -0.73, -0.86, 0.97, 0.84, -0.38, -1.50, -1.49, -1.66, 0.34, 0.41, 0.34, 0.67, 0.30, 0.55, 0.12, 0.64, 0.09, 0.46, 0.30, 0.46, 0.42, 0.43, 0.35, 0.48, 0.39, 0.39, -1.65, 1.31, -0.43, -0.89, -1.33, 1.54, 1.30, -0.48, -1.44, -1.91, -1.13, 0.42, 0.44, 0.35, 0.55, -0.65, 0.44, 0.38, 0.59, 0.36, 0.29, 0.39, 0.43, 0.50, 0.55, 0.29, 0.50, 0.12, 0.14, -0.53, 0.23, -0.79, -0.89, 0.29, -0.47, 0.14, -0.37, -0.64, 0.12, 0.00, 0.62, -1.19, -0.39, 0.18, -0.50, 0.54, -1.28, -1.16, 0.08],
  "max_force_ha_per_bohr": 0.076,
  "spin_multiplicity": 1,
  "charge": 4,
  "gap_ev": 6.22,
  "relative_energy_kcal_mol": 9.0,
  "molar_mass_g_mol": 1369.82
}